1.
Molecular formula: C2H4INS
Method: DFT, ωB97M-V/def2-TZVPD

For the LUMO energy (spin up / spin down), the calculation gives 0.600 / -2.818 eV. The expectation value of S² is 2.01. As for the spin multiplicity: 3. As for the relative energy (zero: lowest compared OMol25 entry of this formula, charge and spin): 52.7 kcal per mole.

Last column: Mulliken charge in e.
CARTESIAN COORDINATES (ANGSTROEM)
C -0.93012 -0.76809 -0.18099  0.227
C 0.94214 0.89965 0.65366  -0.838
N -0.28095 -0.47111 -1.29569  -0.580
S -0.40081 -0.15663 1.31210  0.018
I -2.45995 -2.22828 -0.11773  0.006
H 1.61305 0.41439 0.07421  0.310
H 1.35510 1.34543 1.57352  0.310
H 0.52286 1.82793 0.17678  0.298
H -0.36131 -0.86327 -2.19585  0.249


2.
Molecular formula: C14H21N3OS
Method: DFT, ωB97M-V/def2-TZVPD

For the LUMO energy, the calculation gives 0.576 eV. As for the relative energy (zero: lowest compared OMol25 entry of this formula, charge and spin): 118.6 kcal per mole.

Last column: Mulliken charge in e.
CARTESIAN COORDINATES (ANGSTROEM)
N 0.49739 1.65502 -0.17854  0.016
C 0.97927 1.54679 1.09440  -0.482
C 0.12282 0.80572 1.83693  -0.369
C -0.87950 0.32776 0.99127  -0.467
C -0.70847 0.99116 -0.23688  -0.412
H 1.07941 2.07586 -0.88864  0.178
H 1.78670 2.19340 1.40484  0.375
H 0.22925 0.50714 2.86937  0.381
H -1.73121 -0.24995 1.31876  0.399
H -1.13819 1.10081 -1.22163  0.382
N -8.77141 -1.51984 1.35919  -0.043
C -7.95024 -1.32239 0.23952  -0.534
C -6.79854 -0.85888 0.72072  -0.289
C -6.73557 -1.01641 2.16736  -0.292
C -7.98401 -1.41025 2.54182  -0.493
H -9.76184 -1.71390 1.32050  0.201
H -8.31652 -1.34138 -0.77630  0.340
H -5.92114 -0.52695 0.18558  0.382
H -5.84278 -0.90510 2.76478  0.376
H -8.39749 -1.56329 3.52773  0.352
N 4.35487 -3.68143 4.51865  -0.017
C 4.48040 -2.48470 3.78690  -0.660
C 3.86580 -2.67495 2.57850  -0.144
C 3.39556 -3.98018 2.52736  -0.498
C 3.70100 -4.62844 3.80339  -0.345
H 4.68919 -3.83092 5.45991  0.200
H 5.00450 -1.57596 4.04364  0.356
H 3.72531 -2.02308 1.72895  0.407
H 2.72820 -4.33546 1.75611  0.349
H 3.37868 -5.53663 4.29092  0.351
C 4.48310 4.63343 -5.02524  -0.935
S 3.26394 3.27283 -4.60871  0.512
O 1.95817 4.05254 -4.61274  -0.614
C 3.24549 2.48598 -6.23727  -0.895
H 4.77257 5.11932 -4.09345  0.310
H 4.13520 5.41523 -5.70041  0.308
H 5.29559 4.05782 -5.46866  0.347
H 3.58774 3.20991 -6.97679  0.291
H 2.25550 2.09178 -6.46668  0.329
H 3.92127 1.63758 -6.34515  0.348


3.
Molecular formula: C3H6N2O
Method: DFT, ωB97M-V/def2-TZVPD

For the LUMO energy (spin up / spin down), the calculation gives -0.656 / -0.400 eV. As for the relative energy (zero: lowest compared OMol25 entry of this formula, charge and spin): 93.6 kcal per mole.

Last column: Mulliken charge in e.
CARTESIAN COORDINATES (ANGSTROEM)
C 1.27432 -0.09861 1.44279  -0.165
C -0.29399 -0.07182 -0.90912  0.695
C -1.05616 -0.84625 0.07453  -0.673
N 0.13804 -0.28344 1.89602  -0.370
N -0.70226 1.09798 -1.54231  -0.512
O 0.85075 -0.39315 -1.26776  -0.651
H 2.07223 0.14485 2.19126  0.301
H 1.71082 -0.41363 0.43476  0.262
H -1.97525 -0.48722 0.35525  0.370
H -0.59248 -1.86802 0.19796  0.290
H -1.51372 1.50598 -1.14488  0.198
H 0.08770 1.71333 -1.72849  0.254


4.
Molecular formula: C40H34FN13O6PbSe
Method: DFT, ωB97M-V/def2-TZVPD

For the LUMO energy, the calculation gives 3.236 eV. The total charge is -2. As for the relative energy (zero: lowest compared OMol25 entry of this formula, charge and spin): 0.0 kcal per mole.

Last column: Mulliken charge in e.
CARTESIAN COORDINATES (ANGSTROEM)
Pb 3.57543 -9.41198 21.25982  1.647
O 8.30057 -9.52642 20.46490  -0.719
C 8.64151 -9.62209 21.76219  0.176
C 9.86497 -10.21928 22.09921  -0.637
C 10.24224 -10.33967 23.43032  -0.221
C 9.40591 -9.87268 24.44713  -0.852
C 8.17807 -9.28406 24.12455  -0.507
C 7.78611 -9.13310 22.78824  0.766
C 6.46296 -8.63037 22.42668  0.341
O 6.09949 -8.67377 21.19009  -0.919
N 5.65284 -8.18807 23.41237  -1.440
N 4.45489 -7.96015 22.94552  1.310
C 3.59660 -7.25606 23.67356  0.035
C 2.30927 -6.90157 23.05755  0.461
C 1.38921 -6.11500 23.75749  -0.899
C 0.21197 -5.76466 23.10518  -0.334
C -0.00121 -6.18229 21.79529  -0.872
C 0.99389 -6.93787 21.17614  -0.275
N 2.12543 -7.28995 21.79133  -0.003
H 7.30515 -9.12637 20.57711  0.377
H 10.49371 -10.58937 21.29402  0.412
H 11.19131 -10.79498 23.69628  0.362
H 9.70943 -9.95738 25.48552  0.344
H 7.52350 -8.92732 24.90854  0.306
H 4.70143 -7.21902 25.20514  0.376
H 1.59025 -5.81146 24.77515  0.434
H -0.53098 -5.16063 23.61215  0.396
H -0.89819 -5.93172 21.23965  0.432
H 0.89694 -7.23905 20.13955  0.649
N 3.23393 -9.54959 17.67468  0.203
C 1.96534 -9.15425 17.37588  -0.161
C 1.63786 -8.54974 16.15646  -0.743
C 0.32815 -8.14005 15.89029  -0.694
C -0.69605 -8.33700 16.81508  -0.953
C -0.40475 -8.95176 18.05329  1.224
C -1.39028 -9.20483 19.01966  -0.931
C -1.03033 -9.83682 20.20408  -1.175
C 0.30976 -10.17066 20.40915  -0.520
N 1.27785 -9.91590 19.52813  0.849
C 0.94376 -9.34543 18.35311  0.375
H 3.90398 -9.60616 16.93040  0.264
H 3.38231 -10.12131 18.49216  -0.389
H 2.41556 -8.40662 15.41845  0.400
H 0.10918 -7.67029 14.93673  0.360
H -1.71747 -8.03524 16.60389  0.364
H -2.41080 -8.90647 18.81746  0.375
H -1.76016 -10.06955 20.97561  0.469
H 0.61475 -10.63079 21.34664  0.529
N 7.21372 -12.37443 24.52520  -0.794
N 6.00254 -12.02811 23.99742  1.049
N 4.83497 -12.42930 24.49381  -1.243
C 3.93730 -11.84670 23.66476  -0.813
N 4.58123 -11.17250 22.69034  0.649
N 5.89431 -11.26909 22.87643  -0.112
H 7.12436 -12.51438 25.52667  0.292
H 7.93659 -11.72779 24.21566  0.338
H 2.87329 -11.95834 23.78404  0.661
N 11.59220 -11.16102 13.61262  -0.591
C 10.81529 -11.23763 14.48279  0.048
C 9.85678 -11.33463 15.53887  0.560
C 8.93530 -10.30945 15.70272  -1.085
C 7.96270 -10.40813 16.69750  -0.375
C 7.94031 -11.54413 17.51335  1.604
C 8.88550 -12.55940 17.36082  -0.548
C 9.84782 -12.44945 16.36091  -0.942
N 6.89705 -11.67099 18.47190  0.792
C 6.53950 -12.84513 19.17258  -0.539
C 5.42706 -12.52695 19.88108  -1.412
N 5.07131 -11.18648 19.64859  0.498
C 5.99132 -10.71350 18.81928  -1.224
H 8.96208 -9.43995 15.06069  0.418
H 7.22860 -9.61449 16.82997  0.321
H 8.88033 -13.42648 18.02153  0.337
H 10.59520 -13.23320 16.23187  0.408
H 7.09170 -13.76967 19.11789  0.372
H 4.84265 -13.13588 20.54702  0.632
H 6.09306 -9.69282 18.47294  0.562
F -0.34277 -17.91194 19.84774  -0.398
C 0.22422 -16.68106 19.78729  0.303
C 0.11234 -15.93877 18.60661  -0.411
C 0.70462 -14.68918 18.53812  -0.705
C 1.42298 -14.14078 19.64895  1.036
C 2.04280 -12.90911 19.56507  -0.782
C 1.46414 -14.91852 20.84789  -0.619
C 0.88694 -16.17413 20.91608  -0.490
H -0.41968 -16.32407 17.74916  0.376
H 0.64838 -14.09136 17.63853  0.288
H 2.02624 -12.34640 18.64592  -0.069
H 2.50952 -12.48537 20.43692  -0.280
H 1.96632 -14.50679 21.71377  0.380
H 0.94303 -16.75708 21.82829  0.389
O 3.90981 -6.76796 24.85385  -0.574
Se 2.05306 -9.30977 24.45213  0.856
O 3.46003 -9.87757 25.16427  -0.716
O 2.02735 -9.97881 22.84539  -0.551
O 0.79361 -10.07027 25.21897  -0.892